DFT (ωB97M-V with the def2-TZVPD basis set) results for 2 unconnected molecules or ions with the total composition CH6O2 at a distorted geometry.

Its gap between HOMO and LUMO is 11.024 eV. The HOMO energy is -10.355 eV. The largest force on an atom is 6.45 eV Å⁻¹. Its total charge is 0. Its electronic energy is -192.11581 Eh. As for the lowest unoccupied orbital energy: 0.7 eV. As for the energy above the lowest of the compared OMol25 structures with the same formula, charge and spin: 26.6 kcal per mole.

The geometry in XYZ format:
```
9
Properties=species:S:1:pos:R:3:lowdin_charge:R:1
C 0.519 -0.679 -0.815 -0.10
O -0.760 -0.115 -0.391 -0.16
H 0.752 -1.271 0.013 0.06
H 0.466 -1.386 -1.644 0.09
H 1.222 0.141 -0.897 0.09
H -1.158 0.307 -1.174 0.10
O -0.138 1.450 1.788 -0.25
H -0.810 0.658 2.276 0.14
H -0.093 0.895 0.844 0.04
```